[1]
C14H20N2O3S2 in the gas phase, computed with ωB97M-V/def2-TZVPD.

Element x y z (Å)
O1 -2.58891 2.18796 -0.35924
H1 -2.25928 -2.19503 1.60673
H2 7.49306 2.74091 0.03367
H3 -5.33074 2.34043 -1.09226
S1 -3.64108 1.53983 0.37392
H4 -1.24923 0.45136 -1.60389
H5 2.36567 -2.64233 0.31869
H6 7.22441 1.18585 -0.78347
C1 2.93044 -1.72789 0.26780
H7 -2.55777 -2.65854 -0.06602
C2 6.96908 1.79128 0.08132
C3 4.31185 -1.74711 0.26606
C4 3.00283 0.67189 0.13906
H8 -3.76701 -1.13462 -1.94215
S2 5.20249 2.20748 0.04949
H9 -5.12744 3.39900 0.32483
H10 -1.44114 -1.27144 -1.97619
C5 5.05329 -0.57970 0.20146
C6 -2.52859 -1.81317 0.62272
H11 7.21400 1.28138 1.00844
C7 2.26630 -0.50486 0.20342
H12 6.12941 -0.63429 0.20205
N1 -3.95955 0.01305 -0.25046
C8 4.39159 0.63839 0.13766
H13 2.50108 1.62772 0.08930
H14 -1.54945 0.09077 0.74969
H15 4.82767 -2.69443 0.31630
N2 0.87294 -0.39459 0.19898
C9 -0.06732 -1.37935 0.22469
H16 -4.05105 -0.67055 1.67161
C10 -5.19531 2.37525 -0.02017
H17 -4.70453 -1.78839 0.45443
H18 -3.48594 0.60354 -2.16101
O2 0.16671 -2.56566 0.27741
C11 -3.29611 -0.24872 -1.50882
O3 -3.51849 1.47264 1.80126
C12 -3.88645 -1.09717 0.68228
C13 -1.48065 -0.81438 0.13637
H19 0.52979 0.55643 0.16030
C14 -1.78035 -0.45968 -1.32968
H20 -5.98624 1.84674 0.49342

Calculated values
LUMO energy   0.563 eV
SMILES string   CSc1cccc(NC(=O)C2CCN(S(C)(=O)=O)CC2)c1
Energy relative to the best compared isomer or geometry (same formula, charge and spin)   51.87 kJ/mol

[2]
A molecular structure, C14H16NO4ReS3, computed with ωB97M-V/def2-TZVPD.

Element x y z (Å)
H1 0.49510 -0.99290 -4.65410
O1 0.21450 0.79920 4.13480
C1 -3.01460 4.24380 0.77680
C2 0.54800 -0.89150 -2.53970
O2 0.60570 -1.55940 4.74680
S1 -1.20910 -0.99110 2.54050
H2 0.71520 0.63730 -4.01720
C3 -1.07750 3.82010 2.11020
H3 -0.87030 -0.15220 -3.93820
H4 3.95710 -0.05390 -0.47090
C4 -0.92380 -3.37380 -0.08550
S2 -1.20900 0.85230 -0.45140
C5 -1.64780 2.31280 0.39080
H5 -0.71060 -3.53580 0.96780
S3 0.49140 -0.55050 3.76190
O3 1.51780 -0.63680 2.67080
C6 -0.04800 -2.32490 -0.67340
N1 -0.85690 2.68690 1.42460
H6 -3.88460 4.83590 0.54550
Re1 0.34310 -0.00560 1.16750
C7 0.20120 -0.30580 -3.86070
C8 1.76950 -0.59140 -1.92760
H7 4.08400 -1.80960 -0.45920
H8 3.47490 -0.98780 0.96560
C9 -0.32300 -1.78670 -1.92400
C10 3.47960 -0.96590 -0.12240
H9 -0.38280 4.01150 2.91420
H10 1.48060 -2.51430 0.83800
H11 -0.75610 -4.31190 -0.61790
H12 -1.22610 -2.08230 -2.43280
C11 2.10290 -1.11260 -0.68340
C12 -2.14280 4.62860 1.79550
H13 -1.97190 -3.11030 -0.19970
C13 1.13240 -1.90650 0.00660
C14 -2.75170 3.09230 0.06260
H14 -3.38290 2.76090 -0.74520
H15 2.48460 0.02350 -2.45470
H16 -2.30490 5.54090 2.34730
O4 0.16100 1.93370 1.75800

Calculated values
Spin multiplicity   4
Expectation value of S²   3.78
LUMO energy (alpha / beta)   -4.977 / -4.892 eV
Net charge   +1

[3]
A molecular structure, C14H11CeCl2FN3O7, computed with ωB97M-V/def2-TZVPD.

Element x y z (Å)
C1 -1.78566 3.14840 -0.70660
O1 0.24936 -0.02195 1.36437
C2 1.26448 -0.66190 1.78586
C3 0.93873 -2.65142 0.74931
H1 -0.00421 -2.31066 4.02272
C4 0.07806 -2.68426 3.01100
O2 2.42526 -0.28955 1.52712
O3 1.87978 -2.36487 -0.07900
C5 -1.16383 1.93004 -0.85240
N1 0.16061 1.76828 -0.72235
C6 -0.99527 -4.02280 1.30338
O4 -2.27655 -5.33057 3.27688
H2 -2.85941 3.21699 -0.81757
C7 0.34565 4.10042 -0.25279
H3 0.98660 4.93664 -0.00947
C8 0.88576 -2.10389 2.07853
H4 -0.93849 6.39989 -0.05246
C9 -0.74336 -3.76488 2.62978
C10 -1.02567 4.28064 -0.40765
F1 2.92616 0.81546 -1.44485
C11 2.25238 -0.40499 -3.96048
O5 -1.47474 -3.80383 -1.50743
Cl1 0.71449 0.32048 -3.43878
H5 -1.73284 1.03488 -1.07949
C12 -1.67076 5.62110 -0.25043
O6 -1.38701 -4.08363 4.79818
O7 -0.28561 -2.01255 -1.48177
H6 -1.81796 -4.66093 1.00847
H7 2.15089 -0.78071 -4.97040
N2 -0.68036 -3.09809 -0.96198
H8 -2.38236 5.58928 0.57619
H9 3.02516 0.34394 -3.84520
N3 -1.52157 -4.45477 3.64902
H10 1.96057 2.68865 -0.28333
Ce1 1.44866 -0.30386 -0.59002
H11 -2.22537 5.88594 -1.15098
Cl2 2.60302 -1.75248 -2.85905
C13 0.89521 2.84488 -0.40875
C14 -0.21979 -3.36332 0.35243

Calculated values
LUMO energy (alpha / beta)   -5.800 / -5.798 eV
Energy relative to the best compared isomer or geometry (same formula, charge and spin)   92.37 kJ/mol
Net charge   +1

[4]
10 unconnected molecules or ions with the total composition C57H73Br2ClF2N2O32S, computed with ωB97M-V/def2-TZVPD.

Element x y z (Å)
O1 -8.25152 2.83242 -2.07671
C1 0.84395 -5.92239 6.07543
C2 4.84391 10.87797 0.69626
H1 -1.93976 -4.51554 4.54994
C3 -3.68374 -0.10272 0.49632
H2 8.31715 -2.96595 -3.56148
C4 7.75774 -2.48850 -1.52119
O2 -9.28873 4.41636 -0.84709
H3 0.51182 2.77089 7.41122
C5 2.67441 -1.81340 -2.74728
H4 -6.27650 2.50065 -3.57852
O3 3.25905 -1.52117 1.55893
O4 3.96055 8.82010 1.16818
H5 -3.02868 -0.05326 3.66293
H6 4.92864 0.56262 1.82745
C6 7.65867 -3.32025 -2.76937
H7 -10.37368 0.43688 -1.78950
H8 -1.11629 3.36793 -2.75151
H9 3.34172 -0.03997 -1.62765
C7 -1.69867 -4.53280 -4.99455
O5 -0.14173 -5.78846 -7.72877
C8 -10.02920 1.39169 -2.18483
H10 1.53464 -2.32816 2.38816
H11 -0.05936 -0.01996 -5.95004
C9 2.79269 -0.99970 -1.38357
H12 3.23161 -2.78357 -2.59440
H13 5.04873 -5.94673 3.23055
C10 -3.46755 0.64340 -4.97578
H14 -5.05150 1.02260 -6.54392
H15 4.02660 -1.84848 -4.56412
H16 -3.15574 -5.72289 3.90353
N1 -1.60083 1.72411 -1.73480
H17 3.11912 10.00368 -0.29009
C11 -5.87763 1.02539 -10.19153
H18 -2.57883 -6.39700 -4.32369
H19 -2.69162 -4.21661 -5.32328
H20 -1.70099 -2.37925 4.86811
C12 -4.63825 1.56696 -9.53584
H21 -0.89044 -0.10784 3.21289
H22 -5.29451 3.79541 -2.73932
H23 4.11504 -0.28353 -3.60188
C13 -1.85042 1.24316 -3.09726
H24 1.11191 -2.81826 6.32549
H25 -8.18696 1.15293 -3.29915
H26 -4.73070 3.16293 -4.37404
C14 -4.92126 0.49720 -5.56817
H27 6.63751 -3.37666 -3.15579
O6 7.06405 -3.47192 2.85396
C15 -8.53338 1.45962 -2.31221
H28 -0.84309 -6.24916 -3.97769
H29 4.23534 -1.21983 3.38298
Br1 -4.42448 -2.37172 -4.43026
H30 7.11830 -5.13905 1.60536
H31 -0.00405 2.99442 -1.55325
C16 0.55033 1.77507 7.84951
O7 0.25446 -4.69710 6.10081
C17 0.24454 -0.33518 7.15240
C18 -2.70217 -1.85264 4.87523
H32 7.39497 -5.44759 3.33320
O8 2.89275 3.79490 5.41149
H33 7.02391 -1.68358 -1.49474
O9 3.07283 4.82975 3.40618
O10 -0.30257 -1.34221 6.81603
C19 -4.06399 -3.76198 4.44496
C20 -5.23469 2.89405 -3.40122
H34 2.47388 -0.64389 3.34986
O11 -1.30286 -6.57071 -5.95740
H35 2.56299 1.28748 8.48724
O12 4.41987 10.82681 2.05657
C21 -3.06899 -1.17157 3.48964
H36 2.97112 -4.16790 5.64687
C22 3.43331 -1.10530 -3.95948
C23 1.92375 -2.00625 1.38984
C24 -2.85941 -4.64486 3.91413
H37 -4.06717 1.98156 -1.68603
O13 -0.78654 -4.38832 -6.07991
O14 -5.76223 -1.53171 -6.64199
O15 7.50827 -3.43787 -0.48910
O16 -3.70253 -2.74451 5.38301
O17 -0.34574 0.88625 7.18075
C25 2.80025 6.96221 4.18964
H38 1.66979 6.07797 2.56225
C26 6.81905 -4.85814 2.61480
O18 2.53909 6.01505 5.23119
H39 5.92900 10.75411 0.65981
O19 -4.80430 3.34772 -12.41252
H40 -0.24961 -1.78436 3.09644
H41 -5.71257 0.05123 -10.65856
C27 -0.30780 -0.58453 1.16259
H42 3.17705 1.00294 1.47617
O20 -3.46185 -1.11890 -0.05682
H43 2.07679 7.77248 4.21251
H44 2.64665 -0.70115 -4.65508
O21 0.29591 -6.92560 5.74069
H45 0.26310 1.83886 8.90242
H46 3.56207 2.68380 3.18346
C28 2.84006 4.78742 4.74518
C29 -2.31417 0.24260 -5.78601
H47 -4.76450 -4.45689 4.99382
C30 5.33826 -4.97596 2.82950
C31 4.11018 9.72332 0.07501
O22 1.53693 -0.26960 7.55773
C32 -1.17385 0.34870 0.39036
N2 -0.99900 3.03184 -1.78785
C33 6.06324 -3.01497 3.64530
C34 -0.71165 0.80959 -3.96620
H48 -2.58932 -4.29079 2.87487
C35 -9.28734 3.34060 -1.35203
S1 0.93536 0.92872 -3.17184
C36 -4.96741 2.60950 -11.49529
C37 -0.91731 0.30990 -5.31649
H49 3.16325 -4.29240 7.40557
C38 3.89485 1.68443 3.53408
H50 3.47043 -1.57443 -0.70673
H51 2.37001 1.42051 6.73131
C39 -0.76638 0.80528 -0.94910
C40 4.02806 9.55385 2.31065
Br2 -5.53119 0.51942 0.88649
O23 7.88666 -5.65629 -0.32536
H52 4.76562 -4.78322 1.91847
C41 2.69159 6.12665 2.94862
O24 2.14022 -5.85427 6.48258
C42 1.88307 1.11345 7.65436
H53 3.18940 1.22266 4.28276
C43 -3.24817 1.18063 -3.61028
H54 4.58165 11.83287 0.24287
C44 -4.43687 1.68094 -2.70559
C45 2.48310 -4.47099 6.57313
H55 3.79338 7.37204 4.33004
Cl1 -2.54213 -0.41016 -7.45524
C46 0.54438 0.32361 -1.48584
C47 -2.52910 0.87944 0.94866
H56 -2.58729 -1.04116 5.65229
C48 -5.14657 -1.06813 -5.73569
O25 -4.00269 2.27676 -10.59403
C49 -0.69033 -5.60028 -6.69008
H57 4.66863 9.26140 -0.73808
H58 -8.01468 0.86478 -1.56110
O26 5.07205 -3.93609 3.76945
O27 -10.31692 2.45235 -1.27780
O28 3.77374 9.12995 3.39723
H59 -2.79916 1.88802 0.51881
H60 -10.53909 1.58798 -3.13173
H61 -4.63505 -3.39315 3.55073
C50 3.42658 -0.73732 2.75992
H62 -6.71699 0.94849 -9.50107
C51 -1.63246 -6.00294 -4.69281
H63 -4.86450 2.26789 -8.72641
H64 0.86576 -3.73896 7.81793
C52 7.82290 -4.66416 -0.98292
H65 -3.99059 0.77991 -9.15111
C53 1.15113 -3.80775 6.76536
H66 3.35284 6.47088 2.15527
H67 8.75455 -2.06435 -1.37766
H68 -5.68742 0.81249 -4.80647
H69 4.92823 1.68359 3.97914
H70 2.00071 -2.95038 0.76768
C54 0.99369 -1.02873 0.60430
O29 -6.14314 1.98620 -11.20950
O30 -2.19727 -1.61133 2.42789
H71 -4.12911 -1.38120 3.16592
O31 8.05334 -4.61350 -2.32018
H72 -1.39404 -3.91821 -4.14727
C55 3.91536 0.70941 2.28239
C56 1.43680 -0.57465 -0.73781
H73 -2.47712 1.00419 2.05871
F1 1.34290 -2.15723 -3.08965
F2 -5.27670 0.53807 -2.51442
C57 -0.87583 -1.03175 2.55322
O32 6.05265 -1.94010 4.16607

Calculated values
LUMO energy   -0.292 eV
SMILES string   CCCOCc1c(COCCOCC)c(CC(=O)Br)c2c(c1C[C@H](C)F)Sc1cc(Cl)c(CC(=O)Br)c([C@@H](C)F)c1N2N.O=C1OCCO1.O=C1OCCO1.O=C1OCCO1.O=C1OCCO1.O=C1OCCO1.O=C1OCCO1.O=C1OCCO1.O=C1OCCO1.O=C1OCCO1